Record 1
A cluster of 10 separate species, C4H24NO12 in total, computed with ωB97M-V/def2-TZVPD.

Energy relative to the best compared isomer or geometry (same formula, charge and spin) ... 0.00 kJ/mol
Calculated total energy ... -30594.6169 eV
Orbital gap (spin up / spin down) ... 10.901 / 5.399 eV

```
! wB97M-V def2-TZVPD RIJCOSX def2/J DEFGRID3
* xyz 0 2
C 2.840 -0.093 -1.288
N 2.148 0.768 -0.363
C 0.452 2.407 0.006
C 0.752 1.048 -0.657
C -0.231 0.153 0.255
O 0.119 -0.729 0.975
O -1.468 0.451 0.130
O 2.355 -0.208 -2.368
H 3.860 -0.447 -1.004
H 2.483 0.839 0.609
H -0.645 2.565 0.161
H 0.761 3.242 -0.633
H 1.120 2.563 0.919
H 0.468 0.906 -1.714
H -1.794 2.527 -1.204
H -2.670 1.828 -0.195
O -2.723 2.578 -0.898
H 2.307 -2.197 2.385
H 1.791 -1.755 1.108
O 2.559 -2.229 1.457
H -2.253 -0.249 -1.695
H -1.993 -1.706 -2.316
O -1.944 -0.745 -2.443
H 1.407 1.877 3.270
H 1.260 0.719 2.156
O 1.804 1.254 2.669
H -1.494 0.380 2.409
H -0.894 0.257 3.844
O -1.226 0.874 3.202
H -0.472 -1.734 2.391
H -1.490 -2.953 2.638
O -0.834 -2.372 3.012
H 0.703 -2.452 -2.366
H -0.468 -2.741 -1.600
O 0.318 -3.197 -1.884
H -2.116 -1.092 0.341
H -3.330 -2.164 -0.002
O -2.586 -1.913 0.515
H -0.312 0.858 -4.037
H 1.111 1.302 -3.679
O 0.326 1.576 -4.105
*
```

Mulliken atomic charge list, values in e, 5 entries: atom 1 (C): 0.1243, atom 2 (N): 0.2162, atom 3 (C): -1.3328, atom 4 (C): 1.0063, atom 5 (C): 0.4302

=====

Record 2
A cluster of 7 separate species, C4H25N2O6S2 in total, computed with ωB97M-V/def2-TZVPD.

Energy relative to the best compared isomer or geometry (same formula, charge and spin) ... 171.03 kJ/mol
Calculated total energy ... -41483.2902 eV
Orbital gap ... 9.043 eV

```
! wB97M-V def2-TZVPD RIJCOSX def2/J DEFGRID3
* xyz 1 1
N -1.629 1.689 -0.666
C -0.211 2.319 -0.778
C -0.005 3.558 0.072
S 0.486 3.187 1.818
S 2.342 2.258 1.792
C 2.021 0.566 2.166
C 2.095 -0.285 0.886
N 2.022 -1.743 1.161
H -1.528 0.947 -1.456
H -2.476 2.323 -0.730
H -1.697 1.272 0.246
H 0.170 2.414 -1.867
H 0.439 1.519 -0.278
H -0.921 4.271 0.131
H 0.861 4.179 -0.434
H 1.038 0.525 2.590
H 2.854 0.330 2.865
H 1.246 -0.128 0.206
H 2.967 0.184 0.272
H 2.141 -2.263 0.310
H 2.659 -2.053 1.859
H -1.038 -2.705 2.790
H 0.037 -1.970 1.679
O -0.975 -2.088 2.054
H 2.495 -1.655 -3.495
H 1.926 -2.851 -2.645
O 1.703 -2.123 -3.258
H -2.444 0.762 2.383
H -1.568 -0.477 1.718
O -1.819 0.465 1.719
H -2.227 -2.914 -0.474
H -1.439 -2.124 0.483
O -1.796 -2.103 -0.474
H -2.765 -0.972 -1.488
H -2.213 -0.558 -2.801
O -2.764 -0.197 -2.118
H -0.500 -1.451 -1.542
H 0.446 -1.302 -2.739
O 0.069 -0.805 -1.956
*
```

Mulliken atomic charge list, values in e, 5 entries: atom 1 (N): -0.0515, atom 2 (C): 0.5058, atom 3 (C): -0.6239, atom 4 (S): -0.0617, atom 5 (S): -0.0833

=====

Record 3
A cluster of 8 separate species, C4H25NO8 in total, computed with ωB97M-V/def2-TZVPD.

SMILES ... CCNCCO.O.O.O.O.O.O.O
Energy relative to the best compared isomer or geometry (same formula, charge and spin) ... 63.13 kJ/mol
Calculated total energy ... -22424.4268 eV
Orbital gap ... 9.537 eV

```
! wB97M-V def2-TZVPD RIJCOSX def2/J DEFGRID3
* xyz 0 1
C -2.328 1.077 -2.659
C -1.242 0.935 -1.573
N -0.872 -0.523 -1.439
C 0.314 -0.649 -0.559
C 0.670 -2.109 -0.344
O 1.535 -2.221 0.752
H -1.969 0.837 -3.655
H -3.182 0.398 -2.392
H -2.695 2.146 -2.685
H -0.370 1.615 -1.862
H -1.689 1.286 -0.621
H -0.714 -0.927 -2.343
H 1.228 -0.123 -0.982
H 0.100 -0.189 0.402
H 1.300 -2.543 -1.222
H -0.253 -2.730 -0.193
H 1.048 -2.004 1.614
O 0.216 -1.592 2.994
H -0.186 -2.281 3.512
H -0.465 -0.925 2.856
O -2.990 -1.211 0.430
H -3.039 -2.177 0.472
H -2.348 -1.109 -0.368
O 1.743 2.217 0.064
H 2.315 1.389 0.435
H 1.656 1.993 -0.885
O 3.015 -0.008 0.846
H 3.900 -0.245 1.092
H 2.536 -0.805 0.843
O -1.717 0.082 2.400
H -2.222 -0.345 1.730
H -1.327 0.860 2.016
O 1.866 1.242 -2.792
H 1.720 1.861 -3.575
H 2.726 0.827 -2.951
O -0.679 2.261 1.185
H 0.254 2.181 0.761
H -0.617 2.981 1.860
*
```

Mulliken atomic charge list, values in e, 5 entries: atom 1 (C): -1.4162, atom 2 (C): 0.2853, atom 3 (N): -0.4227, atom 4 (C): 0.5178, atom 5 (C): -0.5559

=====

Record 4
A cluster of 9 separate species, C4H26N2O8 in total, computed with ωB97M-V/def2-TZVPD.

SMILES ... [H]/N=C/NCCC.O.O.O.O.O.O.O.O
Energy relative to the best compared isomer or geometry (same formula, charge and spin) ... 208.08 kJ/mol
Calculated total energy ... -23928.0581 eV
Orbital gap ... 8.801 eV

```
! wB97M-V def2-TZVPD RIJCOSX def2/J DEFGRID3
* xyz 0 1
H 3.296 0.785 3.010
N 2.396 0.914 2.572
C 2.106 0.708 1.345
N 0.780 1.037 1.048
C 0.004 0.471 -0.067
C -0.924 1.332 -0.971
C -0.198 2.318 -1.937
H 2.596 0.041 0.640
H 0.539 2.015 1.077
H -0.707 -0.226 0.439
H 0.438 -0.321 -0.649
H -1.363 0.493 -1.565
H -1.706 1.890 -0.448
H -0.941 2.395 -2.755
H -0.088 3.217 -1.335
H 0.753 1.916 -2.292
O 2.230 -0.068 -1.873
H 2.397 0.680 -2.449
H 1.514 -0.592 -2.248
O 0.095 0.014 -3.917
H -0.553 -0.471 -4.452
H -0.447 0.337 -3.189
O -3.001 1.356 1.912
H -2.478 0.610 2.206
H -2.687 2.180 2.290
O -1.064 -1.600 2.645
H -0.735 -2.280 3.247
H -0.304 -1.400 2.085
O -0.746 2.535 2.784
H -0.380 1.639 2.806
H -0.262 3.036 3.445
O -2.502 -3.577 1.784
H -2.709 -3.828 0.892
H -2.592 -2.649 2.014
O 0.137 -2.732 -1.885
H -0.732 -3.113 -2.079
H 0.576 -2.885 -2.737
O 2.692 -2.306 -0.323
H 2.335 -1.523 0.097
H 2.234 -2.348 -1.165
*
```

Mulliken atomic charge list, values in e, 5 entries: atom 1 (H): 0.1885, atom 2 (N): -0.6431, atom 3 (C): -0.1707, atom 4 (N): 0.1967, atom 5 (C): 0.1787

=====

Record 5
A cluster of 9 separate species, C4H26N8O9 in total, computed with ωB97M-V/def2-TZVPD.

SMILES ... NC(N)=O.NC(N)=O.NC(N)=O.NC(N)=O.O.O.O.O.O
Energy relative to the best compared isomer or geometry (same formula, charge and spin) ... 329.69 kJ/mol
Calculated total energy ... -34919.9954 eV
Orbital gap ... 9.389 eV

```
! wB97M-V def2-TZVPD RIJCOSX def2/J DEFGRID3
* xyz 0 1
N -24.420 14.593 7.188
C -25.391 13.880 6.844
N -26.407 13.995 7.740
O -25.393 13.142 5.847
H -24.599 15.298 7.889
H -23.542 14.362 6.745
H -27.270 13.616 7.380
H -26.458 14.556 8.579
N -22.863 20.428 5.323
C -24.167 20.583 5.069
N -24.811 20.011 6.051
O -24.657 21.217 4.144
H -22.172 20.670 4.628
H -22.596 19.621 5.870
H -24.240 19.503 6.711
H -25.720 20.422 6.207
N -26.732 17.331 3.273
C -26.803 17.399 4.601
N -26.410 16.323 5.106
O -27.315 18.327 5.236
H -27.185 18.121 2.837
H -26.123 16.572 3.005
H -26.303 16.371 6.109
H -25.812 15.717 4.562
N -27.097 16.550 12.885
C -26.441 17.628 12.731
N -26.254 17.845 11.496
O -25.886 18.337 13.571
H -27.702 16.356 12.099
H -27.311 16.415 13.862
H -26.483 17.092 10.863
H -25.724 18.661 11.225
O -23.940 16.146 9.821
H -23.389 16.253 10.596
H -24.254 17.029 9.626
O -27.729 15.620 9.912
H -28.410 15.298 9.322
H -27.503 14.863 10.454
O -29.468 18.024 6.893
H -28.802 18.541 6.440
H -29.696 17.331 6.274
O -26.199 17.522 8.300
H -26.783 17.065 8.905
H -26.743 18.206 7.909
O -29.235 20.435 8.127
H -29.883 20.715 8.773
H -29.347 19.486 8.069
*
```

Mulliken atomic charge list, values in e, 5 entries: atom 1 (N): -0.1813, atom 2 (C): 0.4393, atom 3 (N): -0.2917, atom 4 (O): -0.7146, atom 5 (H): 0.1737

=====

Record 6
A cluster of 10 separate species, C4H26NO11 in total, computed with ωB97M-V/def2-TZVPD.

Energy relative to the best compared isomer or geometry (same formula, charge and spin) ... 178.44 kJ/mol
Calculated total energy ... -28585.0133 eV
Orbital gap ... 8.397 eV

```
! wB97M-V def2-TZVPD RIJCOSX def2/J DEFGRID3
* xyz -1 1
C -0.087 -0.653 -0.788
N 1.066 -0.144 -1.004
C 0.419 2.190 -1.924
C 1.316 0.936 -1.938
C 2.806 1.226 -1.908
O 3.263 1.795 -0.679
O -1.243 -0.044 -0.882
H -0.266 -1.663 -0.399
H 2.664 1.549 0.013
H 0.894 3.008 -1.381
H -0.570 1.977 -1.534
H 0.152 2.559 -2.920
H 1.184 0.513 -2.955
H 3.041 1.961 -2.679
H 3.307 0.259 -1.995
H -1.816 -0.216 -2.484
H -0.973 0.103 -3.636
O -1.905 -0.086 -3.468
H -0.362 1.947 1.694
H 0.582 2.212 2.855
O 0.448 2.442 1.906
H -2.363 -0.469 0.024
H -3.603 -1.275 0.070
O -3.080 -0.749 0.700
H -0.452 -2.885 -2.748
H -1.734 -2.264 -2.930
O -1.367 -3.079 -2.539
H -1.660 -2.821 3.176
H -2.030 -1.349 2.822
O -1.461 -1.912 3.380
H -2.188 1.353 0.677
H -2.826 0.841 1.913
O -2.195 1.505 1.620
H 2.606 -1.565 -0.530
H 2.739 -2.960 0.060
O 3.153 -2.384 -0.575
H 0.220 -1.729 3.162
H 1.127 -1.057 2.188
O 1.137 -1.333 3.126
H -0.656 1.156 4.247
H 0.403 0.105 3.946
O 0.307 1.003 4.315
*
```

Mulliken atomic charge list, values in e, 5 entries: atom 1 (C): -0.4950, atom 2 (N): -0.0914, atom 3 (C): -0.9784, atom 4 (C): 0.3770, atom 5 (C): -0.7909